{
  "formula": "C16H17BFNO3",
  "method": "wB97M-V/def2-TZVPD",
  "homo_energy_ha": -0.302,
  "fmax_ev_per_a": 2.94,
  "gap_ev": 8.92,
  "smiles": "Cc1c(Oc2ccc([C@H](C)N)cc2F)ccc2c1B(O)OC2",
  "charge": 0,
  "elements": ["F", "O", "O", "O", "B", "C", "C", "C", "C", "C", "C", "C", "C", "C", "C", "C", "C", "N", "C", "C", "C", "C", "H", "H", "H", "H", "H", "H", "H", "H", "H", "H", "H", "H", "H", "H", "H", "H", "H"],
  "coordinates": [[-1.0256, -0.9027, -1.0893], [-3.9630, 4.4679, -0.4482], [-0.8439, 0.3728, 1.4922], [-2.2260, 5.1476, -2.0527], [-2.7236, 4.3078, -1.0177], [0.4714, -1.4535, 2.2020], [0.3224, 1.4704, -0.3789], [0.3335, 2.4272, -1.3622], [1.2066, -2.5862, 1.9810], [0.6162, -2.4295, -0.3522], [-0.2186, -1.3627, -0.1182], [-0.2488, -0.8388, 1.2016], [-0.7732, 1.3414, 0.5000], [-1.7791, 3.1846, -0.5608], [-1.8650, 2.1891, 0.3854], [-0.7446, 3.2806, -1.4750], [1.2932, -3.0673, 0.6755], [2.1312, -4.6681, -0.9338], [-3.0855, 2.0181, 1.1864], [-1.0110, 4.4700, -2.4008], [3.6166, -3.9264, 0.8940], [2.2023, -4.2469, 0.4623], [-4.3137, 5.2167, -0.9741], [0.4669, -1.0202, 3.1800], [1.2278, 0.8881, -0.1902], [1.1394, 2.5021, -2.0460], [1.8166, -3.0066, 2.7544], [0.6459, -2.8236, -1.3534], [2.4679, -5.6316, -1.0427], [2.7338, -4.0654, -1.4951], [-3.0375, 2.5536, 2.1353], [-3.9535, 2.3758, 0.6248], [-3.3137, 0.9759, 1.3596], [-1.1151, 4.1573, -3.4279], [-0.2447, 5.2034, -2.4195], [4.3780, -4.6833, 0.6306], [3.9016, -2.9731, 0.4406], [3.7103, -3.7782, 1.9657], [1.8046, -5.0863, 1.0672]],
  "lowdin_charge": [0.101, 0.168, 0.045, 0.093, -0.555, 0.003, 0.006, -0.015, -0.032, 0.046, -0.205, -0.185, -0.186, 0.003, -0.150, -0.126, -0.195, 0.021, -0.010, -0.112, -0.070, -0.425, 0.122, 0.122, 0.134, 0.107, 0.109, 0.117, 0.083, 0.081, 0.103, 0.083, 0.085, 0.128, 0.119, 0.084, 0.089, 0.064, 0.152]
}